214
Properties=species:S:1:pos:R:3:forces:R:3 method="wB97M-V/def2-TZVPD" total_charge=0 e_tot_ev=-114932.95021
C -0.05398 2.41427 -3.31479 -0.73 0.04 -0.25
C -0.10339 2.97642 -4.76792 -0.03 -0.22 0.12
C 1.30689 2.74175 -5.33730 0.02 -0.14 -0.05
C 1.54136 1.33530 -5.82173 0.16 -0.24 0.07
C 0.42291 0.91040 -6.74558 -0.74 -0.77 -0.50
C -1.03431 1.03677 -6.17984 0.35 -0.70 -0.20
N -1.16970 2.43162 -5.67448 1.19 -0.51 -0.73
O -2.47574 2.69298 -5.19827 0.10 -0.18 0.51
C -2.06673 0.75403 -7.34423 0.55 0.76 0.86
C -1.21313 -0.13109 -5.13091 -0.39 0.85 -0.35
C -0.23898 4.48117 -4.79079 -0.26 0.63 0.67
H -1.02942 2.47225 -2.81238 0.12 0.06 -0.14
H 0.68404 2.95563 -2.70570 -0.21 -0.11 -0.24
H 0.23472 1.36066 -3.35409 0.03 0.19 0.03
H 1.49576 3.42735 -6.17001 -0.12 -0.06 0.02
H 2.00752 3.00691 -4.53389 -0.05 0.03 -0.22
H 1.67025 0.61350 -5.00008 -0.07 0.21 -0.09
H 2.46931 1.32003 -6.40281 0.06 -0.16 0.14
H 0.55269 -0.15855 -6.97079 -0.06 0.17 -0.10
H 0.53059 1.43073 -7.71026 -0.28 0.11 0.29
H -3.08860 0.78792 -6.95681 0.12 -0.06 0.03
H -1.98507 1.51326 -8.12668 0.09 0.01 0.09
H -1.89141 -0.22298 -7.79537 0.13 0.00 0.16
H -1.26291 -1.09047 -5.65488 0.00 0.22 -0.01
H -0.38823 -0.19699 -4.42371 -0.01 0.06 -0.04
H -2.14469 0.01831 -4.57126 0.13 -0.06 -0.03
H -1.25280 4.83088 -4.58901 -0.02 -0.07 0.01
H 0.10197 4.88011 -5.74989 -0.20 0.00 0.12
H 0.38967 4.89103 -3.99261 0.01 0.13 -0.18
H -2.76405 3.46717 -5.69813 0.10 -0.19 -0.06
C -2.01767 3.69079 3.52234 0.48 -0.24 -0.23
C -0.88427 4.71840 3.21872 -0.20 0.34 0.40
C 0.50850 4.11620 3.56128 -0.77 -0.41 0.27
C 1.71249 4.73832 2.89628 -0.06 0.17 -0.45
C 1.45439 4.87379 1.38944 0.25 0.11 0.14
C 0.19213 5.67864 1.04010 -0.67 -0.21 -0.13
N -0.96062 5.11196 1.79650 0.34 -1.56 0.10
O -2.23813 5.70306 1.57386 0.69 0.51 -0.45
C 0.44700 7.14396 1.35696 -0.42 0.50 -0.62
C -0.08143 5.47608 -0.48875 0.26 -0.08 0.72
C -1.18565 5.90467 4.16028 0.42 0.24 -0.11
H -2.98546 4.07611 3.19422 0.10 -0.02 -0.04
H -2.10100 3.58701 4.60543 0.10 -0.21 0.00
H -1.85652 2.68587 3.07878 0.05 0.57 0.09
H 0.63237 4.16956 4.65236 -0.15 -0.17 -0.19
H 0.49282 3.05394 3.28326 -0.04 0.11 0.07
H 2.56188 4.06861 3.07238 0.01 0.19 -0.10
H 1.97779 5.70712 3.34448 -0.15 -0.15 -0.16
H 1.42692 3.89242 0.90066 -0.11 0.00 0.21
H 2.28956 5.42033 0.93689 -0.05 -0.14 -0.07
H 1.30311 7.52324 0.78828 -0.10 -0.06 0.03
H -0.43696 7.70504 1.04310 0.07 0.18 0.14
H 0.62493 7.34514 2.40651 0.02 -0.11 0.16
H -0.93615 6.04387 -0.86362 0.02 -0.01 0.22
H 0.80500 5.77825 -1.05895 -0.10 0.01 0.09
H -0.24821 4.40549 -0.66640 -0.04 0.21 0.00
H -0.35148 6.61501 4.17241 -0.16 -0.03 0.02
H -1.32956 5.54354 5.17966 0.04 0.03 0.00
H -2.09107 6.42501 3.84578 0.08 -0.02 0.01
H -2.75836 4.97173 1.22552 0.04 0.03 -0.19
C -6.94282 2.94775 -2.69619 0.53 -0.98 0.79
C -5.79019 1.85379 -2.53834 0.62 0.38 0.44
C -4.38508 2.55680 -2.51310 -0.38 0.35 0.18
C -4.09949 3.39620 -1.24558 -0.71 -0.50 -0.33
C -4.14821 2.50101 -0.01190 -0.64 -0.69 0.42
C -5.35076 1.45238 0.05383 -0.49 0.24 0.17
N -5.75571 0.94083 -1.31855 0.77 0.75 -0.45
O -6.90395 0.07811 -1.27824 0.01 0.86 0.39
C -4.93930 0.20110 0.90063 0.40 0.33 -0.69
C -6.50479 2.13482 0.84143 -0.18 -0.03 -0.41
C -5.80404 0.94715 -3.77614 -0.26 -0.17 0.29
H -7.05056 3.51363 -1.77116 -0.01 0.08 -0.01
H -7.90540 2.46523 -2.88998 0.14 -0.01 -0.02
H -6.73462 3.66058 -3.50899 0.15 -0.42 0.20
H -3.62188 1.78350 -2.63682 -0.02 0.02 0.09
H -4.32836 3.19047 -3.40248 0.03 -0.05 0.04
H -4.87715 4.17077 -1.15656 0.22 -0.08 -0.05
H -3.12656 3.91355 -1.27537 -0.28 -0.19 -0.21
H -4.30512 3.14142 0.87011 0.21 -0.23 -0.04
H -3.18965 1.98774 0.14705 -0.18 -0.04 -0.25
H -3.92428 -0.11699 0.61959 -0.28 -0.04 0.04
H -4.94439 0.42620 1.96995 0.06 0.07 -0.10
H -5.62096 -0.64404 0.74100 0.08 0.28 0.08
H -7.41331 1.53773 0.73289 0.02 0.04 0.09
H -6.24156 2.18284 1.90790 -0.08 0.06 -0.31
H -6.73525 3.15650 0.49865 0.19 -0.32 0.00
H -6.01694 1.51356 -4.68388 0.11 0.10 0.05
H -6.57738 0.18365 -3.67263 -0.01 0.11 -0.03
H -4.84511 0.44070 -3.88641 0.02 0.00 -0.03
H -6.54576 -0.79525 -1.08399 0.15 0.10 -0.22
C -5.65753 -2.68001 6.08204 0.10 0.21 0.29
C -4.11628 -2.77770 6.23217 0.21 -0.06 -0.22
C -3.53822 -3.17460 4.86161 0.49 -0.38 0.17
C -3.13496 -2.02766 3.98750 0.08 0.79 -0.57
C -2.32397 -0.94265 4.72987 0.23 0.06 -0.27
C -3.07087 -0.37288 5.95231 -0.19 0.21 -0.14
N -3.45443 -1.54935 6.73781 1.24 -0.82 0.10
O -3.92925 -1.21167 8.01618 -0.48 0.01 0.20
C -2.14230 0.61138 6.81961 -1.27 -0.73 -0.67
C -4.33518 0.32759 5.40100 0.21 0.49 0.06
C -3.68254 -3.94656 7.15782 -0.48 0.22 0.45
H -6.14322 -3.58349 6.45745 0.01 0.03 -0.03
H -5.93120 -2.56991 5.03134 -0.04 0.06 0.02
H -6.06737 -1.82329 6.61844 0.07 -0.10 0.13
H -2.65249 -3.79693 5.04366 -0.04 0.10 -0.08
H -4.27127 -3.80919 4.33374 0.27 0.12 0.31
H -4.03141 -1.56309 3.54027 0.36 -0.14 0.06
H -2.55071 -2.41317 3.13849 -0.07 0.15 0.15
H -2.13592 -0.13082 3.99976 0.06 -0.17 0.45
H -1.35066 -1.32843 5.07650 -0.26 -0.02 -0.20
H -1.74634 1.42482 6.19715 -0.13 -0.31 -0.04
H -2.77606 1.05623 7.58971 0.10 0.02 -0.04
H -1.31055 0.11180 7.32722 -0.18 -0.19 -0.32
H -5.02729 0.66819 6.17610 0.22 -0.03 0.07
H -4.06862 1.18387 4.76509 -0.03 -0.06 0.18
H -4.86910 -0.38318 4.76987 -0.11 0.17 0.14
H -3.82729 -4.90536 6.64115 0.10 0.24 0.09
H -4.29213 -3.99426 8.06392 0.03 0.09 0.04
H -2.62683 -3.83269 7.46170 -0.40 -0.09 -0.34
H -3.34786 -1.69427 8.61973 -0.04 0.20 -0.10
C 3.39350 -1.15805 -2.11092 -0.68 0.11 -0.45
C 2.19242 -1.62134 -1.27869 -0.53 0.22 0.66
C 2.64557 -2.78809 -0.36307 -0.25 0.14 -0.22
C 1.77240 -2.99153 0.86554 -0.04 -0.25 0.47
C 1.58749 -1.70363 1.68271 -0.38 0.03 0.27
C 0.97688 -0.56235 0.85100 -0.50 -0.03 0.45
N 1.81732 -0.43110 -0.38229 -0.16 -0.69 0.60
O 1.38348 0.67827 -1.12592 -0.24 -0.14 -0.66
C -0.54377 -0.92903 0.65722 0.32 0.49 -0.22
C 0.99859 0.77777 1.72454 0.13 -0.86 -0.67
C 1.00681 -2.11022 -2.18120 0.28 1.26 0.44
H 4.19565 -0.78302 -1.48000 0.04 -0.15 0.14
H 3.10327 -0.33362 -2.78066 0.08 -0.28 0.11
H 3.74496 -1.99245 -2.72799 0.01 0.09 0.06
H 2.61796 -3.71564 -0.96546 0.13 0.32 0.04
H 3.68239 -2.65398 -0.03116 -0.08 0.22 -0.09
H 2.29672 -3.73461 1.49138 -0.41 0.20 -0.08
H 0.79372 -3.44233 0.60836 0.42 0.25 0.02
H 2.52199 -1.38376 2.16189 0.00 -0.06 -0.29
H 0.87205 -1.86303 2.51226 0.40 -0.17 -0.26
H -0.69955 -1.95442 0.30320 0.05 0.27 -0.03
H -1.04431 -0.84469 1.63223 0.17 -0.01 -0.17
H -1.07141 -0.22785 -0.01178 0.25 -0.23 0.07
H 2.01846 1.14364 1.91941 -0.19 -0.22 -0.11
H 0.42449 1.58240 1.24530 0.13 -0.26 0.03
H 0.53595 0.56278 2.70613 0.18 -0.01 -0.46
H 1.25499 -2.95281 -2.81682 0.34 0.00 0.11
H 0.70813 -1.29978 -2.87281 0.03 -0.34 0.23
H 0.13851 -2.39168 -1.58520 0.10 0.03 -0.08
H 0.59350 0.42257 -1.63954 0.15 0.06 0.30
C 4.58464 -4.97424 -3.21819 0.29 0.67 -1.17
O 3.56185 -5.40826 -3.71612 -0.96 -0.97 0.97
N 5.19932 -5.35068 -2.08819 -0.40 -0.61 0.52
N 5.22613 -4.00295 -3.89804 0.62 0.71 -0.59
H 4.85970 -6.17321 -1.64569 -0.05 -0.30 0.24
H 6.10106 -5.01257 -1.83091 0.25 0.10 0.08
H 5.96509 -3.46456 -3.50376 0.18 0.17 0.21
H 4.67404 -3.58611 -4.62023 -0.01 0.22 -0.15
C 5.85373 0.31520 -4.26733 -0.82 0.00 0.27
O 5.59333 1.10934 -3.36794 0.43 -0.51 -0.14
N 5.65765 0.60558 -5.56289 -0.23 0.82 -1.10
N 6.23242 -0.98408 -4.11764 0.35 -0.08 0.55
H 5.22455 1.47770 -5.79546 0.02 0.21 0.06
H 5.99517 0.04903 -6.32388 0.03 -0.11 0.04
H 6.49356 -1.33661 -3.22262 0.06 0.08 0.33
H 6.29034 -1.57497 -4.92030 0.14 -0.15 -0.07
C 3.71296 -4.40303 4.89115 0.55 0.17 -1.16
O 3.35220 -4.57034 6.02267 -0.56 -0.33 0.83
N 4.82787 -3.72794 4.52024 0.90 0.60 0.56
N 3.10427 -4.88139 3.75596 -0.52 -0.61 0.23
H 5.13768 -3.67806 3.56463 0.15 -0.10 0.00
H 5.46782 -3.45109 5.23761 0.09 0.11 0.25
H 3.41823 -4.51049 2.88473 -0.17 0.06 -0.23
H 2.17151 -5.22537 3.83264 -0.34 -0.04 -0.01
C -0.59984 -5.40507 -1.90829 -0.08 -0.18 1.78
O -1.03010 -4.43825 -2.50258 -0.15 -0.14 -0.08
N 0.67108 -5.80924 -1.81384 2.28 0.15 -1.10
N -1.28481 -6.14316 -0.98460 -1.88 -0.01 0.16
H 1.42702 -5.38003 -2.31110 0.06 0.09 -0.48
H 0.88936 -6.69232 -1.40420 0.05 -0.14 0.15
H -2.26977 -5.98352 -0.91069 -0.32 0.01 -0.14
H -0.99882 -7.08178 -0.78984 0.04 -0.13 0.08
C 5.60432 -5.16286 1.52362 0.09 -1.84 -0.50
O 5.67955 -3.98312 1.76692 -0.09 0.78 0.04
N 4.57665 -5.79004 0.89501 -1.33 0.52 -0.45
N 6.52642 -6.11228 1.81432 1.16 0.36 0.43
H 3.79837 -5.25870 0.55522 -0.09 0.17 -0.10
H 4.68473 -6.72743 0.56712 -0.16 -0.13 0.07
H 7.40839 -5.84944 2.19357 0.31 0.14 0.29
H 6.35232 -7.08015 1.64974 0.02 -0.19 0.10
C 5.18641 0.25625 4.70300 -1.28 -0.94 -0.78
O 5.22810 0.03963 5.89523 0.41 -0.20 0.93
N 5.22994 1.46876 4.14662 0.36 1.45 0.33
N 4.91708 -0.73115 3.78095 0.54 0.27 0.32
H 5.30123 1.63407 3.15804 -0.12 -0.12 -0.09
H 5.15724 2.23988 4.77331 0.21 0.25 0.25
H 4.73401 -0.46688 2.83377 0.05 -0.14 -0.29
H 4.83997 -1.66420 4.12536 -0.20 -0.23 -0.09
C 5.09038 1.51611 0.29472 0.50 0.16 -0.32
O 5.12828 1.34150 1.50686 0.58 -0.26 0.17
N 3.93583 1.62969 -0.33569 -1.48 0.33 -0.59
N 6.15502 1.64053 -0.53388 0.42 0.00 0.43
H 3.90556 1.68073 -1.33306 -0.10 -0.02 -0.32
H 3.13349 1.23861 0.11734 -0.23 -0.09 0.00
H 7.06316 1.67493 -0.12497 0.31 -0.06 0.03
H 6.02338 1.56489 -1.52983 0.22 0.02 -0.10
C 0.55030 -3.48505 -5.89685 -0.43 0.40 -0.26
O 0.47090 -3.06790 -7.04579 -0.04 -0.05 0.09
N -0.46758 -3.70244 -5.05570 -1.51 0.03 -0.29
N 1.69479 -3.75258 -5.25909 1.81 0.08 0.17
H -0.37172 -4.02724 -4.10671 -0.13 0.10 0.00
H -1.39150 -3.53017 -5.38834 -0.32 0.04 -0.10
H 1.70212 -4.14095 -4.34224 0.21 -0.31 0.04
H 2.55506 -3.71696 -5.75104 0.34 -0.12 -0.36